[1]
The following is a quantum chemistry calculation of a molecular structure, C15H14F8HgN3O3P at a distorted geometry, from OMol25.

CARTESIAN COORDINATES (ANGSTROEM)
N  -5.26  -2.07  1.32
C  -4.12  -1.80  0.36
C  -4.63  -0.64  -0.62
C  -3.45  0.07  -1.48
C  -2.12  0.33  -0.64
C  -2.32  1.28  0.61
C  -1.08  1.59  1.47
C  0.38  1.03  1.14
N  1.38  1.44  2.07
C  2.63  0.90  1.62
P  4.11  1.35  2.76
O  5.00  0.15  3.08
O  3.46  1.86  4.28
O  4.96  2.72  2.19
C  2.89  0.03  0.36
C  4.35  -0.51  -0.11
F  4.83  -1.56  0.74
F  4.20  -1.16  -1.39
C  5.42  0.66  -0.36
F  4.70  1.87  -0.58
F  6.43  0.75  0.62
N  1.83  -0.37  -0.49
C  0.55  0.13  -0.10
C  -0.69  -0.27  -1.01
C  -0.64  -1.21  -2.27
F  0.57  -1.91  -2.48
F  -1.66  -2.27  -2.18
C  -0.94  -0.43  -3.68
F  -1.20  0.94  -3.50
F  0.25  -0.52  -4.49
H  -4.78  -2.35  2.19
H  -5.68  -1.15  1.54
H  -3.23  -1.50  1.02
H  -3.84  -2.78  -0.17
H  -5.16  0.21  -0.05
H  -5.43  -1.11  -1.32
H  -3.31  -0.49  -2.46
H  -3.86  1.11  -1.76
H  -3.35  1.72  0.86
H  -1.25  2.28  2.38
H  2.87  2.62  4.03
H  4.81  3.46  2.83
H  5.97  0.44  -1.35
H  -1.75  -0.99  -4.29
Hg  -1.84  -3.84  -0.69

Computed properties:
max |F| = 6.57 eV/Å
net charge = +2
DFT total energy = -61570.46818 eV
E_LUMO = -12.3 eV



[2]
The following is a quantum chemistry calculation of 36 unconnected molecules or ions with the total composition C8H86I2NO35 at a distorted geometry, from OMol25.

CARTESIAN COORDINATES (ANGSTROEM)
C  0.80  -1.41  0.48
C  0.74  -2.93  0.34
I  1.70  -3.37  -1.57
C  -0.67  -3.55  0.29
I  -0.47  -5.61  0.96
N  -1.70  -2.76  1.04
C  -2.83  -3.56  1.67
C  -4.01  -2.64  2.03
C  -4.66  -2.00  0.76
C  -3.63  -2.05  -0.39
C  -2.29  -1.66  0.18
H  1.84  -1.16  0.64
H  0.29  -1.07  1.39
H  0.46  -0.86  -0.39
H  1.37  -3.42  1.07
H  -1.00  -3.65  -0.74
H  -1.25  -2.27  1.82
H  -3.20  -4.30  0.97
H  -2.47  -4.00  2.59
H  -4.73  -3.32  2.49
H  -3.73  -1.89  2.77
H  -5.60  -2.48  0.50
H  -4.81  -0.94  0.98
H  -3.90  -1.38  -1.20
H  -3.62  -3.05  -0.83
H  -2.38  -0.78  0.82
H  -1.58  -1.41  -0.61
O  1.03  1.55  1.05
H  1.95  1.43  1.33
H  1.12  1.98  0.19
O  -0.77  3.03  -0.84
H  -1.44  3.60  -0.44
H  -0.81  2.22  -0.31
O  4.07  -0.60  1.89
H  4.82  -1.00  2.37
H  3.88  -1.24  1.20
O  -6.05  -2.52  -2.23
H  -5.70  -2.26  -3.09
H  -5.91  -3.47  -2.21
O  -0.21  2.04  -2.97
H  0.39  2.74  -3.25
H  -0.31  2.20  -2.02
O  2.80  2.24  -3.41
H  3.54  1.75  -3.03
H  2.42  1.62  -4.03
O  -6.95  0.55  1.61
H  -6.72  -0.30  2.00
H  -6.74  0.46  0.68
O  -2.16  -2.41  -3.23
H  -1.27  -2.43  -2.86
H  -2.06  -1.97  -4.09
O  2.12  -2.62  3.17
H  2.12  -1.65  3.27
H  1.25  -2.89  3.47
O  4.55  2.10  0.24
H  3.84  2.64  0.63
H  4.53  1.26  0.72
O  2.50  4.03  0.64
H  2.67  4.92  0.98
H  2.71  4.12  -0.30
O  -1.15  1.00  2.90
H  -0.56  0.86  2.16
H  -0.83  1.83  3.28
O  -8.24  -3.30  0.10
H  -7.89  -3.04  -0.76
H  -8.10  -4.25  0.13
O  0.47  6.06  -0.20
H  0.41  5.14  -0.50
H  -0.34  6.22  0.30
O  4.47  1.88  4.09
H  5.21  1.51  4.58
H  4.28  1.24  3.40
O  -3.38  -6.45  3.12
H  -3.51  -7.40  3.20
H  -2.43  -6.33  3.03
O  6.64  -1.66  2.66
H  6.65  -2.62  2.70
H  7.58  -1.42  2.59
O  8.18  -2.08  0.37
H  7.25  -1.92  0.17
H  8.57  -2.24  -0.50
O  1.08  8.65  1.92
H  1.82  8.19  2.34
H  0.74  8.02  1.27
O  -9.94  -5.73  0.25
H  -9.96  -4.77  0.38
H  -10.83  -6.01  0.52
O  -1.02  0.60  -5.42
H  -0.43  1.29  -5.73
H  -1.11  0.77  -4.47
O  2.64  1.98  6.62
H  1.72  2.10  6.36
H  3.10  1.83  5.78
O  7.54  -3.85  -2.07
H  7.85  -4.69  -1.71
H  7.80  -3.87  -3.00
O  -1.24  8.23  0.08
H  -1.09  9.11  0.42
H  -1.06  8.31  -0.86
O  3.99  -0.58  -2.84
H  4.80  -1.09  -2.71
H  3.29  -1.24  -2.84
O  4.15  6.14  -0.58
H  4.33  7.03  -0.24
H  4.34  6.20  -1.52
O  -3.38  2.93  0.44
H  -3.04  2.21  0.99
H  -4.33  2.75  0.40
O  3.34  -5.66  0.80
H  3.41  -5.53  -0.15
H  2.42  -5.92  0.94
O  5.69  7.92  1.21
H  5.49  7.43  2.02
H  6.60  7.69  1.01
O  8.93  -3.56  -4.59
H  9.84  -3.63  -4.28
H  8.99  -3.07  -5.42
O  -4.46  -4.02  -4.03
H  -3.74  -3.62  -3.52
H  -4.03  -4.59  -4.67
O  -0.38  2.92  -7.44
H  -1.28  3.24  -7.50
H  -0.16  2.62  -8.33
O  -1.23  10.04  -2.17
H  -1.07  10.92  -1.84
H  -1.04  10.10  -3.11
O  -8.60  -8.47  0.01
H  -8.64  -7.52  0.14
H  -9.47  -8.78  0.28
O  0.08  3.14  4.68
H  0.59  3.95  4.53
H  -0.23  3.21  5.59

Computed properties:
max |F| = 1.68 eV/Å
net charge = +1
DFT total energy = -99041.08687 eV
E_LUMO = -3.3 eV



[3]
The following is a quantum chemistry calculation of 2 unconnected molecules or ions with the total composition C3H10N2S2 at a distorted geometry, from OMol25.

CARTESIAN COORDINATES (ANGSTROEM)
C  2.20  0.07  -0.84
C  -1.83  0.70  -1.07
C  0.96  0.07  0.03
N  -2.68  -0.51  0.75
N  -2.37  0.62  0.11
S  0.46  -1.55  0.66
S  0.63  1.34  1.15
H  2.06  -0.60  -1.84
H  3.05  -0.36  -0.20
H  2.75  0.96  -1.25
H  -1.72  1.77  -1.29
H  -1.62  -0.17  -1.56
H  -2.50  -0.59  1.81
H  -2.00  -1.22  0.33
H  -2.70  1.47  0.65
H  1.28  -1.55  1.71
H  1.33  1.15  2.22

Computed properties:
relative energy (zero: lowest compared OMol25 entry of this formula, charge and spin) = 539.8 kJ/mol
max |F| = 5.11 eV/Å
net charge = 0
DFT total energy = -27918.34989 eV
E_LUMO (spin up / spin down) = -0.2 / -0.2 eV



[4]
The following is a quantum chemistry calculation of 3 unconnected molecules or ions with the total composition C15H28BrN2O7P at a distorted geometry, from OMol25.

CARTESIAN COORDINATES (ANGSTROEM)
C  2.57  -3.40  1.70
C  2.35  -2.22  2.63
O  2.61  -2.29  3.77
O  1.83  -1.11  2.03
C  0.66  -0.62  2.70
C  0.04  0.46  1.85
O  -0.69  0.01  0.68
P  -1.93  -0.96  0.98
O  -2.88  -0.83  -0.11
O  -1.33  -2.52  1.00
Br  -0.54  -2.75  -0.66
O  -2.54  -0.74  2.43
C  -3.84  -1.36  2.59
C  -3.78  -2.88  2.85
C  -4.34  -3.71  1.68
O  -4.56  -3.20  3.99
H  3.59  -3.45  1.33
H  2.30  -4.29  2.26
H  1.88  -3.32  0.86
H  1.00  -0.13  3.62
H  -0.02  -1.41  3.01
H  0.86  1.07  1.47
H  -0.57  1.12  2.47
H  -4.29  -0.89  3.46
H  -4.50  -1.17  1.74
H  -2.76  -3.21  3.05
H  -3.61  -3.81  0.88
H  -5.31  -3.32  1.34
H  -4.53  -4.71  2.06
H  -5.48  -2.95  3.82
C  0.85  0.50  -2.83
C  1.03  0.58  -4.33
C  0.15  -0.42  -5.09
C  0.49  -1.80  -4.69
N  0.75  -2.87  -4.39
H  1.13  -0.48  -2.45
H  1.47  1.23  -2.33
H  -0.19  0.69  -2.55
H  2.08  0.40  -4.58
H  0.80  1.59  -4.67
H  0.30  -0.32  -6.16
H  -0.90  -0.24  -4.88
C  3.42  4.45  -0.15
C  3.00  5.60  -1.05
C  1.53  5.53  -1.46
C  1.26  4.29  -2.21
N  1.06  3.33  -2.78
H  3.32  3.48  -0.65
H  4.47  4.55  0.15
H  2.82  4.42  0.76
H  3.63  5.61  -1.94
H  3.18  6.54  -0.53
H  1.27  6.38  -2.09
H  0.89  5.55  -0.58

Computed properties:
max |F| = 2.67 eV/Å
net charge = 0
DFT total energy = -112653.38482 eV
E_LUMO = -0.6 eV



[5]
The following is a quantum chemistry calculation of a molecular structure, C3H2AlLiO3 at a distorted geometry, from OMol25.

CARTESIAN COORDINATES (ANGSTROEM)
C  1.09  -1.00  0.85
O  0.76  -2.16  1.24
H  -0.80  -0.68  -0.18
Li  2.57  -2.45  1.12
C  -0.03  -0.14  0.40
O  0.42  1.02  -0.29
C  -0.43  1.70  -1.10
O  -1.55  1.16  -1.28
Al  -1.78  2.45  -2.30
H  -0.25  0.09  1.53

Computed properties:
max |F| = 5.81 eV/Å
net charge = 0
DFT total energy = -16084.74388 eV
E_LUMO = -0.7 eV



[6]
The following is a quantum chemistry calculation of a molecular structure, C45H114AsF6N7O7 at a distorted geometry, from OMol25.

CARTESIAN COORDINATES (ANGSTROEM)
As  0.05  -1.23  -0.32
F  1.25  -2.26  -1.23
F  -0.46  -2.59  0.80
F  -1.19  -0.11  0.44
F  0.40  0.28  -1.33
F  -1.24  -1.68  -1.54
F  1.38  -0.78  0.81
C  0.32  5.52  -0.89
C  -0.05  5.92  -2.33
C  1.15  5.34  -3.23
C  1.08  3.85  -3.52
C  -0.23  3.50  -4.23
C  -1.43  3.81  -3.34
N  -1.35  5.32  -2.88
O  -2.48  5.76  -2.20
C  -1.63  2.79  -2.24
C  -2.59  3.79  -4.36
C  -0.02  7.41  -2.45
H  1.16  6.05  -0.44
H  0.47  4.45  -0.83
H  -0.59  5.61  -0.29
H  2.13  5.63  -2.85
H  1.26  5.86  -4.17
H  1.21  3.23  -2.63
H  1.94  3.52  -4.10
H  -0.19  2.43  -4.45
H  -0.29  3.95  -5.21
H  -2.56  3.01  -1.72
H  -0.80  2.75  -1.53
H  -1.72  1.74  -2.52
H  -2.59  2.79  -4.80
H  -2.28  4.42  -5.20
H  -3.57  3.89  -3.90
H  1.02  7.66  -2.28
H  -0.76  7.81  -1.74
H  -0.25  7.67  -3.48
C  3.83  -2.49  -3.43
C  4.77  -1.30  -3.72
N  4.23  0.09  -3.01
C  2.87  0.56  -3.55
C  4.04  -0.16  -1.52
C  3.68  1.08  -0.62
C  5.40  1.12  -3.25
C  5.87  1.44  -4.64
O  4.72  2.01  -5.36
C  4.82  1.72  -6.72
H  2.84  -2.17  -3.75
H  3.73  -2.74  -2.37
H  4.05  -3.40  -3.99
H  4.94  -1.16  -4.79
H  5.71  -1.52  -3.23
H  2.89  1.61  -3.28
H  2.08  -0.07  -3.14
H  2.90  0.60  -4.63
H  4.95  -0.63  -1.16
H  3.27  -0.91  -1.33
H  4.53  1.76  -0.62
H  3.61  0.62  0.36
H  2.72  1.56  -0.80
H  6.25  0.68  -2.73
H  5.05  2.03  -2.77
H  6.23  0.54  -5.14
H  6.80  2.01  -4.56
H  3.93  1.98  -7.28
H  4.90  0.67  -7.00
H  5.63  2.33  -7.12
C  -2.86  -5.25  0.56
C  -2.40  -6.52  -0.24
N  -1.22  -6.17  -1.22
C  0.06  -5.83  -0.48
C  -0.98  -7.40  -2.08
C  -2.16  -8.12  -2.81
C  -1.69  -5.00  -2.18
C  -0.93  -4.86  -3.55
O  0.48  -4.93  -3.41
C  1.21  -4.48  -4.58
H  -3.60  -5.49  1.33
H  -3.33  -4.62  -0.19
H  -2.08  -4.69  1.08
H  -3.24  -6.85  -0.86
H  -2.21  -7.34  0.46
H  -0.05  -5.08  0.30
H  0.83  -5.41  -1.12
H  0.39  -6.75  0.00
H  -0.68  -8.23  -1.45
H  -0.28  -7.07  -2.85
H  -2.46  -7.46  -3.62
H  -2.90  -8.52  -2.12
H  -1.87  -8.98  -3.42
H  -1.55  -4.13  -1.54
H  -2.76  -5.01  -2.39
H  -1.15  -3.82  -3.78
H  -1.30  -5.54  -4.32
H  2.28  -4.67  -4.46
H  1.07  -3.42  -4.79
H  0.83  -4.99  -5.47
C  6.81  1.30  4.22
N  5.43  0.57  4.49
C  5.72  -0.54  5.53
C  4.49  1.62  5.14
C  4.95  0.06  3.14
C  3.67  -0.74  3.17
O  4.03  -1.96  3.75
H  6.67  2.24  3.70
H  7.48  0.68  3.63
H  7.13  1.54  5.23
H  6.07  -1.47  5.07
H  4.75  -0.82  5.95
H  6.50  -0.26  6.24
H  5.03  1.95  6.03
H  3.53  1.20  5.46
H  4.28  2.48  4.52
H  5.74  -0.55  2.70
H  4.84  0.99  2.58
H  3.33  -1.11  2.20
H  2.88  -0.22  3.71
H  3.80  -2.64  3.11
C  -1.62  2.99  1.44
N  -2.32  3.95  2.43
C  -1.10  4.80  2.97
C  -3.36  4.82  1.70
C  -2.89  3.22  3.70
C  -4.10  2.31  3.39
O  -3.48  1.09  3.08
H  -0.97  2.32  2.00
H  -0.93  3.43  0.72
H  -2.43  2.33  1.12
H  -1.50  5.68  3.49
H  -0.54  5.06  2.07
H  -0.56  4.21  3.70
H  -4.03  5.31  2.39
H  -4.11  4.26  1.15
H  -2.76  5.52  1.11
H  -3.23  4.04  4.34
H  -2.10  2.62  4.14
H  -4.86  2.59  2.66
H  -4.68  2.16  4.30
H  -4.06  0.36  3.33
C  -6.30  -0.85  -2.01
N  -5.62  -0.97  -0.62
C  -5.66  -2.46  -0.25
C  -4.18  -0.40  -0.71
C  -6.42  -0.17  0.53
C  -7.79  -0.77  0.97
O  -8.62  -0.92  -0.17
H  -7.25  -1.38  -2.08
H  -5.62  -1.44  -2.62
H  -6.33  0.22  -2.26
H  -5.24  -3.06  -1.06
H  -6.67  -2.84  -0.10
H  -5.06  -2.71  0.63
H  -3.66  -1.01  -1.45
H  -3.73  -0.47  0.28
H  -4.28  0.60  -1.13
H  -6.45  0.80  0.04
H  -5.74  -0.12  1.38
H  -8.31  -0.15  1.71
H  -7.62  -1.64  1.61
H  -9.52  -0.96  0.17
C  -0.71  -0.03  3.93
N  -0.32  -1.13  5.00
C  -1.55  -1.71  5.71
C  0.35  -2.25  4.15
C  0.74  -0.70  6.06
C  0.46  0.60  6.80
O  -0.86  0.95  7.32
H  -1.31  -0.40  3.10
H  0.25  0.32  3.55
H  -1.31  0.65  4.54
H  -2.19  -2.10  4.92
H  -2.02  -0.89  6.26
H  -1.22  -2.51  6.37
H  0.71  -3.02  4.84
H  1.16  -1.93  3.50
H  -0.38  -2.72  3.49
H  1.68  -0.56  5.52
H  0.80  -1.49  6.80
H  0.85  1.28  6.04
H  1.17  0.73  7.61
H  -0.96  1.90  7.33

Computed properties:
max |F| = 9.70 eV/Å
net charge = +7
DFT total energy = -150331.67724 eV
multiplicity = 2
E_LUMO (spin up / spin down) = -17.5 / -19.9 eV
⟨S²⟩ = 0.76



> Which formula does entry 1 have?

C15H14F8HgN3O3P



> Among the records above, which one has the highest net charge?

C45H114AsF6N7O7



> The lowest max |F| belongs to which entry?

C8H86I2NO35